ORCA calculation (ωB97M-V/def2-TZVPD) on a structure of composition C31H29BrN5O4W in a non-equilibrium geometry.

LUMO level (spin up / spin down): -0.0841 / -0.0974 Ha
ΔE to the lowest compared entry with this formula, charge and spin: 1.615 eV
Molar mass: 799.35 g mol⁻¹
Kohn-Sham gap (spin up / spin down): 0.2384 / 0.1960 hartree
HOMO level (spin up / spin down): -8.78 / -7.98 eV
F_max: 0.0247 hartree/bohr

```
! RIJCOSX wB97M-V def2-TZVPD def2/J DEFGRID3
* xyz 1 3
W 0.2777 0.9407 -0.4827
O -1.0036 0.3858 -2.0097
C -1.7684 1.1306 -2.7973
C -2.6425 0.4766 -3.6822
C -3.4797 1.1872 -4.5089
C -3.4759 2.5903 -4.4983
C -2.6040 3.2401 -3.6651
C -1.7320 2.5385 -2.8042
C -0.7998 3.3203 -2.0328
N 0.0534 2.8744 -1.1615
C 1.0117 3.8363 -0.5941
C 1.1737 3.5160 0.8744
N 1.2682 2.0392 1.0529
C 1.3564 1.6688 2.2766
C 1.5385 0.2944 2.7272
C 1.1460 -0.0304 4.0277
C 1.3536 -1.2939 4.5561
C 2.0023 -2.2490 3.7768
C 2.4208 -1.9415 2.4869
C 2.1730 -0.6810 1.9687
O 2.5675 -0.2585 0.7352
H -2.6324 -0.6073 -3.6910
H -4.1460 0.6554 -5.1778
H -4.1411 3.1488 -5.1432
H -2.5714 4.3250 -3.6575
H -0.7980 4.3911 -2.2258
H 0.6771 4.8627 -0.7423
H 1.9681 3.7152 -1.1027
H 0.3077 3.8786 1.4303
H 2.0644 3.9976 1.2741
H 1.2722 2.4191 3.0669
H 0.6640 0.7358 4.6273
H 1.0340 -1.5243 5.5641
H 2.2062 -3.2354 4.1750
H 2.9668 -2.6768 1.9081
C -1.3361 -3.1819 -1.5580
O -0.1981 -2.6096 -2.2532
C 0.4069 -1.6374 -1.6310
O 0.2159 -1.3051 -0.4491
N 1.4086 -1.1092 -2.3898
N 1.7281 0.2504 -2.1463
H -1.8214 -3.8181 -2.2876
H -1.9944 -2.3822 -1.2347
H -0.9948 -3.7632 -0.7061
H 1.4613 -1.4311 -3.3447
H 1.4560 0.8001 -2.9575
H 2.7318 0.3072 -2.0087
N -1.2425 0.8797 0.8318
C -2.0684 0.4647 1.5239
C -3.0394 -0.0867 2.4283
C -4.3812 0.2760 2.3394
C -5.2913 -0.2814 3.2213
C -4.8645 -1.1859 4.1860
C -3.5237 -1.5428 4.2724
C -2.6034 -1.0000 3.3913
H -4.7012 0.9877 1.5891
H -6.3361 -0.0075 3.1561
H -5.5816 -1.6160 4.8735
H -3.1942 -2.2475 5.0248
H -1.5552 -1.2706 3.4414
Br 5.6600 -3.4511 -3.3017
C 4.7033 -2.4819 -2.0024
C 3.4950 -2.9758 -1.5340
C 2.7800 -2.2564 -0.5862
C 3.2905 -1.0592 -0.1203
C 4.4967 -0.5674 -0.5807
C 5.2129 -1.2825 -1.5316
H 3.1080 -3.9131 -1.9114
H 1.8271 -2.6245 -0.2203
H 4.8722 0.3671 -0.1847
H 6.1646 -0.9153 -1.8908
*
```

Löwdin population analysis, charges in e, atoms 1 to 2: 1.452, -0.241